Record 1
Here is a 2-piece molecular cluster, C6H14N2O overall in a non-equilibrium geometry from the OMol25 dataset. Energies are from ωB97M-V with the def2-TZVPD basis set.

Output
HOMO = -9.64 eV
max |F| = 2.32 eV/Å
energy above the lowest of the compared OMol25 structures with the same formula, charge and spin = 62.22 kcal/mol
E_LUMO = 0.87 eV

```
23
Properties=species:S:1:pos:R:3:mulliken_charge:R:1
O -0.870 0.613 -2.449 -0.518
N -2.423 1.103 -0.494 -0.490
N -2.562 -0.830 -1.593 -0.583
C -1.794 0.184 -1.825 0.430
C 0.886 0.843 1.059 -0.248
C 0.271 -1.566 0.779 -1.438
C 2.671 -0.815 0.561 -1.643
C 1.202 -0.432 0.327 1.106
C 0.615 2.009 0.482 -1.019
H 3.340 -0.026 0.217 0.379
H 2.863 -0.982 1.624 0.361
H -0.774 -1.329 0.578 0.316
H 0.402 2.895 1.067 0.294
H -2.802 2.008 -0.757 0.274
H -3.037 0.062 -0.450 0.471
H -1.668 1.220 0.180 0.235
H 2.917 -1.734 0.026 0.412
H 1.050 -0.262 -0.743 0.082
H 0.920 0.776 2.145 0.256
H 0.510 -2.490 0.249 0.368
H -2.654 -1.595 -2.240 0.188
H 0.379 -1.752 1.851 0.383
H 0.558 2.100 -0.596 0.386
```


Record 2
Here is one molecule with the formula C6H14N2O in a non-equilibrium geometry from the OMol25 dataset. Energies are from ωB97M-V with the def2-TZVPD basis set.

Output
HOMO = -8.31 eV
max |F| = 5.06 eV/Å
energy above the lowest of the compared OMol25 structures with the same formula, charge and spin = 76.28 kcal/mol
E_LUMO = 0.83 eV

```
23
Properties=species:S:1:pos:R:3:mulliken_charge:R:1
O 0.614 -2.010 0.136 -0.632
N 1.592 -0.004 -0.067 0.417
N 1.822 1.368 0.268 -0.721
C 2.938 -0.654 -0.083 -1.015
C -2.031 -1.241 -0.193 -1.695
C -1.403 0.644 1.367 -1.918
C -1.134 0.866 -1.130 -1.718
C -0.946 -0.098 0.062 1.806
C 0.444 -0.828 0.128 0.181
H 2.789 -1.769 -0.008 0.341
H 1.089 1.838 -0.202 0.242
H 3.520 -0.504 0.919 0.312
H -2.479 0.604 1.377 0.463
H -1.775 -1.820 -1.022 0.443
H -1.099 1.595 1.472 0.484
H -2.346 -1.988 0.540 0.335
H -0.427 1.618 -1.446 0.368
H -2.014 1.459 -1.015 0.443
H -1.073 0.167 2.223 0.469
H 2.650 1.656 -0.090 0.244
H -2.993 -0.696 -0.352 0.415
H 3.578 -0.454 -0.961 0.292
H -1.315 0.251 -1.922 0.446
```


Record 3
Here is a 2-piece molecular cluster, C6H14N2O overall in a non-equilibrium geometry from the OMol25 dataset. Energies are from ωB97M-V with the def2-TZVPD basis set.

Output
HOMO = -7.70 eV
max |F| = 2.19 eV/Å
energy above the lowest of the compared OMol25 structures with the same formula, charge and spin = 62.39 kcal/mol
E_LUMO = 0.84 eV

```
23
Properties=species:S:1:pos:R:3:mulliken_charge:R:1
O 3.563 0.354 -0.435 -0.552
N -1.186 0.403 1.129 -0.432
N 1.810 0.258 1.177 -0.565
C -1.936 0.458 -0.045 1.049
C -3.409 0.635 0.239 -1.350
C 1.628 -1.067 -0.891 -0.417
C 2.168 0.212 -0.220 0.115
C 0.954 -2.040 -0.291 -0.667
C -1.452 0.676 -1.279 -1.011
H -3.771 -0.176 0.869 0.351
H -3.580 1.568 0.778 0.323
H 2.131 -1.240 -1.834 0.394
H 0.404 -1.875 0.620 0.302
H 2.211 -0.526 1.682 0.241
H -0.196 0.587 1.012 0.137
H -3.986 0.684 -0.680 0.341
H 2.110 1.139 1.582 0.198
H -0.520 0.310 -1.680 0.158
H -2.069 1.077 -2.064 0.250
H 4.011 -0.446 -0.133 0.323
H 1.736 1.092 -0.712 0.286
H 0.929 -3.024 -0.731 0.274
H -1.548 0.943 1.905 0.251
```


Record 4
Here is a 2-piece molecular cluster, C6H14N2O2 overall in a non-equilibrium geometry from the OMol25 dataset. Energies are from ωB97M-V with the def2-TZVPD basis set.

Output
HOMO = -9.66 eV
max |F| = 3.91 eV/Å
energy above the lowest of the compared OMol25 structures with the same formula, charge and spin = 38.96 kcal/mol
E_LUMO = 0.65 eV

```
24
Properties=species:S:1:pos:R:3:mulliken_charge:R:1
O 2.395 2.557 0.055 -0.588
O -2.398 -0.822 -0.568 -0.622
N -0.763 -2.031 0.398 -0.169
N 1.008 0.708 -0.019 -0.065
C -0.565 -2.778 -0.818 -1.026
C 0.562 2.634 -1.490 -1.033
C -1.922 -0.509 1.783 -1.143
C 1.443 2.015 -0.429 0.642
C -1.793 -1.117 0.436 0.759
C 1.863 -0.267 0.647 -1.093
H -2.852 -0.026 2.090 0.366
H 1.941 -1.089 -0.031 0.342
H -1.283 0.461 1.778 0.201
H -0.180 -2.281 1.192 0.266
H 0.455 0.352 -0.795 0.187
H -0.467 2.284 -1.699 0.309
H -1.254 -3.664 -0.907 0.332
H 2.854 0.194 0.624 0.452
H -0.832 -2.351 -1.790 0.300
H 1.674 -0.355 1.686 0.241
H 0.413 3.725 -1.256 0.312
H 1.149 2.747 -2.358 0.289
H 0.395 -3.289 -0.729 0.386
H -1.686 -1.120 2.597 0.357
```


Record 5
Here is a 2-piece molecular cluster, C6H14N2O2 overall in a non-equilibrium geometry from the OMol25 dataset. Energies are from ωB97M-V with the def2-TZVPD basis set.

Output
HOMO = -9.41 eV
max |F| = 5.77 eV/Å
energy above the lowest of the compared OMol25 structures with the same formula, charge and spin = 140.68 kcal/mol
E_LUMO = 0.42 eV

```
24
Properties=species:S:1:pos:R:3:mulliken_charge:R:1
O -1.320 0.150 -0.914 -0.693
O 4.023 -0.642 0.132 -0.599
N 2.100 0.691 -0.063 -0.153
N -3.196 -0.004 0.438 -0.258
C 2.914 1.993 0.044 -0.890
C -1.879 -0.203 0.161 0.834
C -4.127 0.413 -0.599 -0.775
C 1.706 -1.759 -0.652 -0.648
C -0.956 -0.638 1.236 -0.968
C 2.830 -0.500 -0.073 0.594
H -1.340 -0.584 2.394 0.265
H -0.177 0.147 1.395 0.325
H 0.666 -1.364 -0.489 -0.029
H 2.753 2.808 0.829 0.284
H 1.957 -1.981 -1.911 0.247
H -4.618 1.457 -0.673 0.304
H -3.241 0.223 1.630 0.335
H 1.173 0.586 -0.401 0.201
H 3.018 2.375 -1.110 0.267
H 3.958 1.723 0.091 0.316
H -0.390 -1.631 1.097 0.234
H -4.560 -0.736 -0.911 0.279
H -3.356 0.421 -1.496 0.269
H 2.063 -2.946 -0.157 0.259
```


Record 6
Here is C6H14N2O2 as an isolated structure in a non-equilibrium geometry from the OMol25 dataset. Energies are from ωB97M-V with the def2-TZVPD basis set.

Output
HOMO = -7.13 eV
max |F| = 4.89 eV/Å
energy above the lowest of the compared OMol25 structures with the same formula, charge and spin = 139.88 kcal/mol
E_LUMO = -0.41 eV

```
24
Properties=species:S:1:pos:R:3:mulliken_charge:R:1
O 0.594 -1.841 0.571 -0.788
O -1.438 -0.166 -1.858 -0.573
N 0.480 0.690 0.469 0.385
N -1.306 1.137 0.837 -0.497
C -2.131 -1.721 -0.121 -1.355
C -1.218 -0.810 -0.873 0.881
C 0.467 -0.921 -0.265 1.023
C 1.087 0.711 1.804 -1.049
C 1.314 -1.009 -1.541 -1.542
C 0.942 1.794 -0.374 -1.130
H 2.368 -0.931 -1.264 0.375
H 0.965 1.687 2.274 0.341
H -1.662 1.920 0.285 0.196
H -1.982 -1.589 0.947 0.291
H 0.863 2.742 0.159 0.353
H 0.636 -0.072 2.410 0.355
H -3.160 -1.506 -0.413 0.389
H 1.994 1.656 -0.649 0.352
H 0.338 1.818 -1.282 0.382
H -1.886 -2.761 -0.354 0.314
H 1.153 -1.985 -1.995 0.352
H 2.157 0.485 1.724 0.371
H -1.637 0.906 1.774 0.209
H 1.062 -0.234 -2.264 0.364
```


Record 7
Here is a 2-piece molecular cluster, C6H14N2O2 overall from the OMol25 dataset. Energies are from ωB97M-V with the def2-TZVPD basis set.

Output
HOMO = -9.20 eV
max |F| = 0.99 eV/Å
energy above the lowest of the compared OMol25 structures with the same formula, charge and spin = 14.02 kcal/mol
E_LUMO = 0.72 eV

```
24
Properties=species:S:1:pos:R:3:mulliken_charge:R:1
O 0.886 -2.295 -0.806 -0.653
O 0.676 1.023 0.080 -0.578
N -0.287 0.801 2.096 -0.147
N -0.696 -1.039 -1.788 -0.133
C 0.173 1.542 1.057 0.622
C 0.590 -1.328 -1.488 0.701
C -0.135 3.024 1.125 -1.028
C -1.741 -1.886 -1.252 -0.733
C 1.700 -0.488 -2.093 -1.033
C 0.144 -0.577 2.214 -0.751
H 0.266 -0.851 3.253 0.369
H -0.518 -1.303 1.737 0.100
H 0.761 3.655 1.043 0.294
H -2.679 -1.347 -1.380 0.330
H 1.080 -0.730 1.679 0.261
H 1.395 0.350 -2.704 0.321
H -0.544 3.307 2.096 0.332
H -1.754 -2.852 -1.742 0.262
H -0.728 3.280 0.254 0.234
H 2.271 -0.145 -1.238 0.228
H -1.598 -2.051 -0.189 0.158
H 2.316 -1.209 -2.625 0.341
H -0.984 -0.182 -2.240 0.259
H -0.592 1.302 2.910 0.245
```


Record 8
Here is a 2-piece molecular cluster, C6H14N2O2 overall in a non-equilibrium geometry from the OMol25 dataset. Energies are from ωB97M-V with the def2-TZVPD basis set.

Output
HOMO = -9.07 eV
max |F| = 1.82 eV/Å
energy above the lowest of the compared OMol25 structures with the same formula, charge and spin = 18.01 kcal/mol
E_LUMO = 0.67 eV

```
24
Properties=species:S:1:pos:R:3:mulliken_charge:R:1
O -1.581 0.399 -0.080 -0.650
O 2.935 -0.107 1.349 -0.669
N -1.383 -0.463 -2.131 -0.212
N 0.744 -0.536 1.591 -0.080
C 1.391 1.730 1.182 -0.910
C -1.227 -1.815 -1.633 -0.867
C 1.781 0.288 1.399 0.731
C -1.874 1.947 -1.840 -1.253
C 0.837 -1.942 1.929 -0.985
C -1.548 0.583 -1.290 0.831
H -2.404 2.394 -1.039 0.315
H 1.567 -2.501 1.351 0.278
H -1.250 -0.325 -3.118 0.202
H 1.246 -2.007 2.948 0.340
H -2.037 -2.438 -2.011 0.330
H -0.281 -2.255 -1.877 0.309
H -0.182 -2.310 1.931 0.362
H -0.129 -0.044 1.656 0.236
H 0.899 2.179 2.023 0.331
H 2.262 2.311 0.890 0.327
H 0.661 1.802 0.371 0.057
H -1.469 -1.804 -0.617 0.278
H -1.048 2.600 -2.131 0.295
H -2.494 1.940 -2.738 0.404
```


Record 9
Here is a 2-piece molecular cluster, C6H14N2O2 overall in a non-equilibrium geometry from the OMol25 dataset. Energies are from ωB97M-V with the def2-TZVPD basis set.

Output
HOMO = -8.98 eV
max |F| = 2.08 eV/Å
energy above the lowest of the compared OMol25 structures with the same formula, charge and spin = 18.72 kcal/mol
E_LUMO = 0.56 eV

```
24
Properties=species:S:1:pos:R:3:mulliken_charge:R:1
O 0.534 -0.181 0.746 -0.639
O -2.679 -1.970 -2.467 -0.641
N 1.687 1.580 1.548 -0.199
N -1.784 -0.617 -0.862 -0.161
C -1.705 -1.584 -1.842 0.716
C -2.674 0.508 -1.134 -1.039
C 1.323 0.273 1.556 0.657
C 1.878 -0.517 2.720 -1.192
C -0.375 -2.272 -2.047 -1.043
C 1.396 2.453 0.395 -0.756
H -2.783 1.038 -0.199 0.342
H 2.408 1.954 2.093 0.233
H -0.847 -0.353 -0.563 0.378
H -3.647 0.076 -1.335 0.406
H -2.394 1.191 -1.934 0.296
H 2.323 2.850 -0.008 0.282
H 0.776 1.858 -0.266 0.240
H 0.834 3.321 0.735 0.268
H -0.076 -2.711 -1.101 0.285
H 1.463 -1.513 2.630 0.302
H 0.423 -1.567 -2.280 0.264
H -0.518 -3.097 -2.733 0.320
H 2.949 -0.630 2.708 0.356
H 1.490 -0.089 3.642 0.325
```


Record 10
Here is C6H14N2O2 as an isolated structure in a non-equilibrium geometry from the OMol25 dataset. Energies are from ωB97M-V with the def2-TZVPD basis set.

Output
HOMO = -8.80 eV
max |F| = 7.49 eV/Å
energy above the lowest of the compared OMol25 structures with the same formula, charge and spin = 179.15 kcal/mol
E_LUMO = 0.69 eV

```
24
Properties=species:S:1:pos:R:3:mulliken_charge:R:1
O 2.143 2.007 -0.686 -0.590
O 2.731 1.131 1.256 -0.451
N -3.199 1.409 -0.104 -0.608
N 3.496 -0.935 -0.552 -0.701
C -3.127 -0.074 -0.135 -0.384
C 0.808 -0.771 0.445 -0.502
C -0.487 -0.266 -0.078 -0.597
C 2.296 0.997 -0.034 0.427
C 2.140 -0.400 -0.473 0.166
C -1.779 -0.763 0.376 -0.316
H -1.813 -1.919 0.464 0.199
H -0.626 -0.158 -1.210 0.448
H -3.289 -0.274 -1.243 0.284
H 3.578 -1.795 -1.371 0.334
H -4.032 1.749 -0.588 0.221
H -2.107 2.002 -0.197 0.312
H -1.660 -0.352 1.496 0.232
H 0.467 -2.015 0.648 0.152
H 1.783 0.062 -1.649 0.243
H 3.434 -1.716 0.460 0.364
H 2.825 2.056 1.215 0.304
H -0.706 0.808 -0.085 -0.061
H 0.982 -0.129 1.532 0.258
H -3.859 -0.655 0.513 0.265
```


Number 1: E_tot -11475.07204 eV. Number 2: E_tot -11474.46232 eV. Number 3: E_tot -11475.06440 eV. Number 4: E_tot -13523.93500 eV. Number 5: E_tot -13519.52390 eV. Number 6: E_tot -13519.55866 eV. Number 7: E_tot -13525.01653 eV. Number 8: E_tot -13524.84342 eV. Number 9: E_tot -13524.81264 eV. Number 10: E_tot -13517.85577 eV.